C21H60F3O13S11Zn as an isolated structure at a distorted geometry, computed with wB97M-V/def2-TZVPD.

Each line ends with the Mulliken charge.
Element x y z (Å)
Zn 2.6715 1.6797 -0.3015  -0.58
C -0.8206 -0.0293 -1.0635  -0.36
F -0.5080 0.1588 -2.3485  -0.03
F -1.0561 1.1588 -0.4841  -0.03
F -1.9385 -0.7487 -1.0076  0.11
S 0.5529 -0.8964 -0.1205  0.09
O -0.0222 -1.0289 1.2035  -0.20
O 0.8464 -2.1721 -0.7336  -0.60
O 1.7023 0.0250 -0.1062  1.24
C -2.9278 -2.3322 -3.6463  -0.42
S -1.2998 -3.1742 -3.9110  0.69
O -1.6681 -4.5445 -4.3943  -0.67
C -0.8257 -2.1732 -5.3396  -0.92
H -3.6153 -2.4783 -4.4829  0.52
H -2.8037 -1.2658 -3.4727  0.01
H -3.4406 -2.8264 -2.8222  -0.12
H 0.0409 -2.6903 -5.7536  0.35
H -0.5099 -1.1637 -5.0686  0.20
H -1.6030 -2.0747 -6.0963  0.36
C -0.5646 -3.1098 6.0082  -0.69
S -0.6588 -1.2984 5.8247  0.33
O 0.7339 -0.7529 5.6326  -0.54
C -1.2812 -1.3199 4.1043  -0.39
H 0.0415 -3.4494 5.1609  0.07
H -1.5704 -3.5041 5.8628  0.35
H -0.0807 -3.5057 6.8953  0.38
H -2.2649 -1.7975 4.0825  0.47
H -0.5829 -2.0346 3.6711  -0.12
H -1.3576 -0.3540 3.6298  0.11
C -0.4590 2.3004 2.7215  -0.19
S 0.9603 3.3047 2.1877  0.35
O 1.3911 2.7366 0.8606  -0.21
C 0.0656 4.8497 1.7542  -0.93
H 0.0311 1.3298 2.5878  -0.39
H -1.3338 2.3181 2.0767  0.15
H -0.6604 2.3804 3.7874  0.57
H 0.7670 5.6838 1.6720  0.35
H -0.5168 5.1961 2.6094  0.47
H -0.4426 4.6158 0.8237  0.15
C 3.3306 -4.7360 0.8651  -0.60
S 3.7701 -4.0516 2.5347  0.33
O 4.9992 -3.1973 2.3000  -0.57
C 2.3077 -2.9592 2.5935  -0.11
H 3.1940 -3.8515 0.2469  -0.11
H 2.4136 -5.3003 0.9955  0.39
H 4.2420 -5.2523 0.5788  0.41
H 2.3646 -2.3550 3.5017  0.20
H 1.4792 -3.6621 2.6730  0.44
H 2.2828 -2.2785 1.7517  -0.42
C 6.3572 0.0570 -1.4154  -0.73
S 4.7967 -0.0770 -2.3138  0.24
O 3.8373 0.9436 -1.7515  -0.08
C 4.1911 -1.6283 -1.6594  -0.36
H 6.2373 0.0785 -0.3348  -0.03
H 6.8760 0.9780 -1.7011  0.37
H 7.0888 -0.6649 -1.7855  0.44
H 3.1865 -1.8294 -2.0271  0.28
H 4.0584 -1.4586 -0.5845  -0.27
H 4.8758 -2.4682 -1.7546  0.57
C 2.9197 0.5734 3.5892  -0.99
S 3.9495 -0.0086 2.1759  0.94
O 3.8994 1.0580 1.0839  -0.38
C 5.5785 -0.0483 2.9258  -1.46
H 3.3928 0.0654 4.4288  0.55
H 1.8853 0.2715 3.4762  -0.25
H 3.0472 1.6484 3.7053  0.58
H 5.6449 -0.5789 3.8786  0.43
H 5.9607 0.9286 3.2419  0.48
H 6.2709 -0.5327 2.2422  0.37
C 1.8205 3.6799 -4.2422  -1.24
S 0.9969 3.5108 -2.6394  0.93
O 1.5551 2.3661 -1.8396  -0.22
C 1.7775 4.9888 -1.9224  -0.99
H 2.8942 3.6420 -4.0565  0.41
H 1.5347 4.5584 -4.8179  0.42
H 1.5256 2.8327 -4.8635  0.40
H 1.7452 5.8873 -2.5370  0.45
H 2.8406 4.7263 -1.9089  0.36
H 1.4213 5.1696 -0.9130  0.06
C -4.7870 2.0374 0.7154  -1.02
S -4.8519 0.2413 0.3284  0.79
O -4.6417 -0.5891 1.5467  -0.65
C -6.7119 0.1567 0.1908  -1.20
H -5.5587 2.4892 0.0989  0.46
H -3.7637 2.2986 0.4593  0.11
H -4.9683 2.1540 1.7822  0.40
H -7.0219 0.6304 1.1209  0.37
H -7.0895 -0.8328 -0.0259  0.35
H -7.0002 0.8764 -0.5819  0.37
C -2.2968 -3.2991 1.2758  -0.57
S -2.9301 -4.3785 -0.0726  0.60
O -3.2338 -5.7637 0.4611  -0.70
C -4.5665 -3.6066 -0.3020  -0.71
H -1.2860 -3.6314 1.4979  0.12
H -2.9552 -3.4764 2.1271  0.50
H -2.3074 -2.2535 0.9785  -0.04
H -4.4640 -2.5242 -0.2250  -0.18
H -5.1957 -3.8883 0.5438  0.41
H -4.9853 -3.9799 -1.2309  0.42
C -2.1990 5.2191 -3.3929  -0.60
S -3.6856 4.2317 -3.7932  0.45
O -3.7401 4.2543 -5.2957  -0.62
C -2.9320 2.6168 -3.4949  -0.67
H -1.8023 5.0217 -2.4012  0.07
H -2.4118 6.2645 -3.6081  0.44
H -1.5330 4.8817 -4.1903  0.15
H -2.0796 2.3995 -4.1278  0.30
H -3.7932 1.9663 -3.6754  0.38
H -2.7487 2.4464 -2.4327  0.10

Output
HOMO level ... -9.9 eV
Charge ... +1
HOMO-LUMO gap ... 7.50 eV
2S+1 ... 1
Relative energy (zero: lowest compared OMol25 entry of this formula, charge and spin) ... 0.0 kcal/mol
LUMO ... -0.0872 hartree
Maximum force ... 2.2 eV/Å


A 2-piece molecular cluster, C5H13NO2 overall at a distorted geometry, computed with wB97M-V/def2-TZVPD.

Each line ends with the Mulliken charge.
Element x y z (Å)
N -1.3537 1.3374 1.2180  -0.45
C -1.6707 1.0993 -0.0898  0.58
O -2.0080 1.9872 -0.8477  -0.62
C -2.3082 -0.3718 -0.2975  -0.31
O -2.2077 -1.2087 0.8198  -0.53
H -1.0717 2.2784 1.4409  0.23
H -0.8960 0.5822 1.7050  0.27
H -1.8019 -0.8537 -1.1381  0.20
H -3.3349 -0.2201 -0.6457  0.31
H -2.7948 -0.8695 1.5074  0.35
C 1.1178 -0.9653 -1.2402  -1.21
C 1.4643 -0.4862 0.1621  0.59
C 2.6955 0.4013 0.1954  -1.26
H 0.9036 -0.1011 -1.8695  0.30
H 1.9309 -1.5494 -1.6684  0.42
H 0.2195 -1.5806 -1.1933  0.20
H 1.6021 -1.3382 0.8320  0.35
H 0.4579 0.0114 0.5160  -0.45
H 2.5195 1.3192 -0.3636  0.33
H 2.9938 0.6415 1.2145  0.34
H 3.5428 -0.1135 -0.2572  0.33

Output
HOMO level ... -9.7 eV
HOMO-LUMO gap ... 10.38 eV
2S+1 ... 1
Relative energy (zero: lowest compared OMol25 entry of this formula, charge and spin) ... 29.7 kcal/mol
LUMO ... 0.0263 hartree
Structure (SMILES) ... NC(=O)CO.CCC
Maximum force ... 3.9 eV/Å


C30H60Cl2HoOP2 as an isolated structure at a distorted geometry, computed with wB97M-V/def2-TZVPD.

Each line ends with the Mulliken charge.
Element x y z (Å)
Ho 0.0000 0.0000 0.0000  -0.94
Cl 0.4681 -0.0490 -2.4064  -0.42
P -0.3335 -2.3420 -0.2106  0.50
C 0.9567 -3.1914 -1.2992  0.79
C -0.3954 -3.4221 1.3095  0.53
C -1.9099 -2.5993 -1.1932  0.99
C 2.3590 -2.6096 -1.1793  -1.42
H 0.5986 -2.9550 -2.3018  0.62
C 1.0208 -4.7089 -1.1474  -2.00
H 1.6018 -4.9985 -0.2746  0.31
H 1.5242 -5.1299 -2.0182  0.51
H 0.0508 -5.1882 -1.0738  0.36
H 2.4616 -1.7003 -1.7585  0.30
H 3.0790 -3.3342 -1.5629  0.52
H 2.6295 -2.3931 -0.1484  0.11
H -1.6279 -2.0951 -2.1200  0.46
C -3.1168 -1.8627 -0.6228  -1.55
C -2.2722 -4.0394 -1.5213  -1.80
H -1.6339 -4.4657 -2.2892  0.33
H -3.2954 -4.0775 -1.8971  0.51
H -2.2309 -4.6825 -0.6425  0.29
H -2.8320 -1.0896 0.0854  0.17
H -3.8085 -2.5387 -0.1279  0.42
H -3.6608 -1.3821 -1.4360  0.36
C 0.8737 -3.2395 2.1350  -0.78
H -0.4027 -4.4421 0.9247  1.08
C -1.6471 -3.2432 2.1582  -1.94
H 1.7486 -3.6685 1.6551  0.19
H 0.7533 -3.7364 3.0984  0.38
H 1.0727 -2.1893 2.3193  -0.68
H -1.8886 -2.1979 2.3153  0.19
H -1.4814 -3.6953 3.1371  0.46
H -2.5082 -3.7360 1.7180  0.40
Cl -0.4354 0.0475 2.2781  -0.30
H -1.4589 0.2729 -0.6701  -0.16
P 0.4059 2.3349 -0.1632  0.41
C -0.4653 3.1494 -1.6293  1.12
C -0.0050 3.4609 1.2667  0.64
C 2.2147 2.5613 -0.6029  0.51
C -1.8315 2.5601 -1.9550  -1.53
H 0.1966 2.8931 -2.4572  0.51
C -0.5754 4.6694 -1.5430  -1.90
H -1.4003 4.9749 -0.9029  0.30
H -0.7820 5.0653 -2.5377  0.50
H 0.3229 5.1589 -1.1827  0.37
H -1.7424 1.5993 -2.4469  0.21
H -2.3575 3.2351 -2.6320  0.50
H -2.4503 2.4365 -1.0692  0.23
H 2.2331 2.0375 -1.5610  0.76
C 3.1713 1.8317 0.3339  0.00
C 2.6830 3.9905 -0.8290  -2.03
H 2.3030 4.4145 -1.7534  0.42
H 3.7716 4.0064 -0.8936  0.47
H 2.4034 4.6491 -0.0071  0.30
H 2.6544 1.1596 1.0130  -0.86
H 3.7641 2.5229 0.9265  0.41
H 3.8659 1.2348 -0.2571  0.06
C -1.4787 3.3245 1.6344  -1.53
H 0.1540 4.4686 0.8820  0.72
C 0.8954 3.2882 2.4827  -1.61
H -2.1251 3.9140 0.9903  0.27
H -1.6304 3.6733 2.6566  0.46
H -1.8017 2.2905 1.5788  0.17
H 0.9339 2.2587 2.8211  0.10
H 0.5051 3.8918 3.3032  0.59
H 1.9079 3.6271 2.2874  0.09
C 4.2449 2.3943 4.3157  -1.63
C 4.2140 1.4256 3.0869  4.07
C 5.5612 1.5098 2.3463  -1.65
C 3.7697 0.0138 3.4333  0.23
C 4.5064 -0.3630 4.5668  -1.05
C 3.9913 -1.1416 5.5244  -1.45
C 2.6860 -1.4750 5.4305  -1.02
C 1.8663 -1.2415 4.2828  1.75
C 0.4140 -1.7234 4.6804  2.08
C 0.2960 -3.0773 5.4754  -1.97
C -0.2369 -0.6480 5.5714  -1.59
C 2.4751 -0.6012 3.0100  0.66
O 1.9820 -0.5406 1.5513  -0.37
H 5.0708 2.1958 5.0274  0.40
H 3.2841 2.3369 4.8794  0.30
H 4.3611 3.4466 3.9738  0.40
H 3.3307 1.8786 2.7020  -2.58
H 6.3879 1.1405 2.9867  0.38
H 5.7851 2.5696 2.0936  0.42
H 5.5420 0.9099 1.4165  0.29
H 5.4728 0.0653 4.8102  0.23
H 4.5586 -1.3566 6.4250  0.39
H 2.3390 -1.9416 6.3316  0.15
H -0.2547 -1.8068 3.8423  -1.13
H 0.5863 -2.9901 6.5412  0.56
H -0.7642 -3.4040 5.5043  0.33
H 0.9173 -3.9054 5.0893  0.34
H -0.2628 0.3327 5.0559  0.23
H -1.2793 -0.9384 5.8259  0.43
H 0.3271 -0.5222 6.5209  0.33

Output
HOMO level (alpha / beta) ... -4.3 / -4.3 eV
Charge ... -1
HOMO-LUMO gap (alpha / beta) ... 6.96 / 6.97 eV
⟨S²⟩ ... 6.0048
2S+1 ... 5
LUMO (alpha / beta) ... 0.0975 / 0.0975 hartree
Maximum force ... 6.4 eV/Å


One molecule with the formula HNO2S2 at a distorted geometry, computed with wB97M-V/def2-TZVPD.

Each line ends with the Mulliken charge.
Element x y z (Å)
O 2.7697 -0.2606 2.3869  -0.42
S 1.4879 -0.0620 1.7626  0.99
O 0.4917 -1.0478 1.8356  -0.40
N 1.5202 1.0459 0.6778  -0.25
S -0.1430 1.3006 -0.1341  -0.10
H -0.7161 0.0259 -0.5635  0.18

Output
HOMO level ... -10.0 eV
HOMO-LUMO gap ... 8.65 eV
2S+1 ... 1
Relative energy (zero: lowest compared OMol25 entry of this formula, charge and spin) ... 16.1 kcal/mol
LUMO ... -0.0493 hartree
Structure (SMILES) ... O=S(=O)=NS
Maximum force ... 3.6 eV/Å